Here is C4H7N3 in the gas phase at a distorted geometry from the Open Molecules 2025 dataset. Energies are from ωB97M-V/def2-TZVPD.

Geometry as XYZ:
```
14
Properties=species:S:1:pos:R:3:forces:R:3
C -0.4194 0.9389 -1.0177 -0.9 4.1 0.8
C -0.4622 -0.3309 -1.3595 -1.0 -1.3 -1.7
N 0.0175 -1.5129 -0.6183 -0.7 4.7 0.7
C 0.1120 -1.3596 0.8538 0.3 -7.7 -3.0
N 0.7579 -0.6024 1.5779 1.1 2.3 -0.7
N 1.1325 0.5616 0.7827 1.2 -2.5 2.5
C 0.0065 1.2905 0.3993 -2.2 1.2 0.4
H -0.8724 2.0068 -1.5219 1.1 -3.9 0.6
H -1.0549 -0.5592 -2.2821 1.0 -0.2 0.7
H -0.4846 -2.2982 -0.9843 -0.2 -0.5 0.7
H 0.1333 -2.4994 1.1195 -0.9 2.1 0.8
H 1.7520 1.0208 1.4226 0.0 0.8 0.0
H -1.0022 1.0207 1.0621 2.6 1.1 -1.1
H 0.3838 2.3233 0.5659 -1.3 -0.1 -0.6
```
Positions in Å, forces in eV/Å.

ΔE to the lowest compared entry with this formula, charge and spin = 4.049 eV
SMILES = C1=CNC=NNC1
max |F| = 8.312 eV Å⁻¹
multiplicity = 1
frontier orbital gap = 9.3 eV